# 1
Below is a structure of composition C18H47BBrN5NbO5, with properties calculated with ωB97M-V/def2-TZVPD.

Geometry as XYZ:
```
78
Properties=species:S:1:pos:R:3:forces:R:3
C 4.9692 -2.3545 -1.3615 -0.42 1.08 1.09
C 3.8113 -1.2326 -1.8055 1.28 -2.21 0.04
C 2.4415 -2.1255 -2.0940 1.57 1.49 -2.01
Nb 0.5340 -1.3126 -1.0669 0.90 -2.70 -0.68
C 1.5598 -1.1474 0.9758 -0.87 -0.26 1.47
O 2.8377 -1.8138 1.1346 -0.43 -0.73 1.70
C 3.0483 -2.4400 2.4363 2.01 -0.04 0.26
C 1.2180 0.7375 -1.7647 0.40 2.30 -1.04
C 0.2664 2.0210 -1.4689 0.82 0.11 0.76
C 0.4897 2.7059 0.0412 0.62 -1.23 0.36
Br 0.9877 3.4682 -2.7286 -0.44 0.02 0.07
N -0.1479 -3.2553 -0.4633 1.95 0.72 -1.06
C 0.8298 -4.0945 0.2835 -0.99 -1.56 1.75
C 0.2733 -5.6683 0.2013 0.27 0.88 1.16
B -1.2986 -0.3814 0.0080 -1.79 2.59 1.67
O -2.5407 0.1028 -0.5964 1.26 1.33 0.32
O -1.2470 -0.1196 1.4781 -0.97 -1.52 -1.57
C -1.8976 -1.1110 2.2906 -0.44 -0.45 1.98
C -2.8820 -2.1958 1.6059 -1.10 -1.09 0.23
C -0.5109 -1.6469 -3.0394 -1.27 -1.14 -2.64
C -0.1071 -3.0739 -3.8274 0.57 -0.67 0.59
C -2.1216 -1.6349 -3.1504 -1.07 0.26 -1.68
C -2.9363 -2.7634 -2.2834 0.07 -0.60 -0.72
H 5.5452 -2.7567 -2.2986 -1.05 0.62 1.95
H 5.6738 -1.8038 -0.5750 -1.01 -1.35 -1.86
H 4.4231 -3.2028 -0.7414 1.27 1.63 -1.48
H 3.7324 -0.4953 -0.9091 0.00 -1.24 -1.83
H 4.2375 -0.7259 -2.7947 -1.17 -0.73 2.24
H 2.3318 -1.9865 -3.2772 -0.16 -0.46 2.35
H 2.5977 -3.2782 -1.9437 -0.08 2.11 -0.07
H 0.8068 -1.6647 1.7446 1.39 1.61 -1.32
H 1.7087 -0.0019 1.1734 -0.50 -1.85 0.13
H 3.2552 -3.5991 2.2814 -0.76 2.26 0.40
H 2.2505 -2.2264 3.2583 1.08 -0.43 -1.78
H 4.0777 -2.0080 2.8583 -2.05 -0.85 -0.74
H 1.3272 0.6655 -2.9524 -0.26 0.13 2.48
H 2.3058 1.0655 -1.3965 -2.31 -0.74 -0.66
H -0.8525 1.9396 -1.7834 2.21 0.00 0.60
H 1.4642 2.1926 0.4994 -2.07 1.11 -1.03
H -0.3834 2.4187 0.7932 1.68 0.73 -1.69
H 0.7128 3.8538 -0.0035 -0.81 -2.27 0.03
H -0.5994 -3.8163 -1.2092 0.26 0.50 0.78
H 0.7720 -3.8263 1.4456 0.15 -0.40 -2.43
H 1.9576 -3.9873 -0.0004 -2.04 -0.20 0.21
H 0.5271 -6.1727 1.2497 -0.35 0.69 -2.46
H 0.7327 -6.2443 -0.7090 -1.08 0.99 1.81
H -0.9031 -5.5734 0.1727 2.39 -0.41 -0.22
H -2.5589 1.1075 -0.7107 0.07 -2.17 0.51
H -2.5325 -0.5390 3.1251 1.23 -1.13 -1.79
H -1.0554 -1.6907 2.9066 -1.71 0.97 -1.36
H -3.4165 -2.7929 2.4918 1.22 1.33 -1.70
H -2.3503 -3.0424 0.9639 -0.83 2.12 1.28
H -3.7874 -1.7448 0.9740 2.24 -0.69 1.31
H -0.1092 -0.8009 -3.7818 -0.93 -1.57 1.63
H -1.0559 -3.6742 -4.1788 1.75 1.32 0.53
H 0.5856 -2.8771 -4.7524 -1.32 -0.37 1.75
H 0.4784 -3.8182 -3.1016 -1.10 1.57 -1.64
H -2.3602 -1.9350 -4.2870 0.37 0.58 2.22
H -2.5933 -0.5389 -3.0835 1.05 -2.51 0.43
H -4.0686 -2.7886 -2.6535 2.36 0.20 1.06
H -2.5108 -3.8431 -2.5639 -0.81 2.27 0.55
H -2.8450 -2.6784 -1.1259 -0.30 0.14 -2.20
C -0.4719 4.7917 4.3406 0.19 0.29 0.33
O -0.0073 5.5331 5.1921 0.13 0.17 0.19
N -1.5510 5.1148 3.6054 -1.10 0.74 -0.48
N 0.0538 3.5854 4.0613 0.88 -1.16 0.09
H -1.9481 4.5178 2.8998 0.11 0.09 0.13
H -1.9774 6.0148 3.7839 0.05 -0.20 -0.17
H 0.8674 3.3034 4.5924 -0.34 0.08 -0.26
H -0.3147 2.9609 3.3639 0.08 0.05 0.07
C -2.6380 8.2606 1.5183 -0.06 -0.03 0.61
O -3.0380 8.1661 2.6680 -0.08 -0.11 0.18
N -3.4163 7.9960 0.4535 -1.23 -0.36 -0.86
N -1.3832 8.6377 1.2134 1.31 0.50 0.15
H -3.1051 8.0682 -0.5004 -0.04 -0.05 0.19
H -4.3685 7.7089 0.6390 0.39 0.10 -0.10
H -0.7644 8.8461 1.9861 -0.20 -0.13 -0.31
H -1.0356 8.7211 0.2730 -0.06 -0.07 0.18
```
Forces are in eV/Å.

Calculated values
HOMO level ... -0.1679 hartree
Charge ... -1
LUMO level ... 1.90 eV
Electronic energy ... -109377.7740 eV
2S+1 ... 1
Gap between HOMO and LUMO ... 6.47 eV
Strongest force on any atom ... 3.6 eV/Å

# 2
Below is a cluster of 8 separate species, C18H47Br2NO9 in total, with properties calculated with ωB97M-V/def2-TZVPD.

Geometry as XYZ:
```
77
Properties=species:S:1:pos:R:3:forces:R:3
C 0.5759 -3.7076 2.6798 -0.46 -0.31 -1.26
C -0.7701 -3.2799 1.9096 -1.27 -0.64 3.12
Br -0.5323 -2.6253 0.0515 -0.54 -0.65 1.56
C -2.0376 -3.3725 2.5502 2.86 0.39 -2.58
Br -2.0936 -4.0164 4.4308 -0.31 0.65 -2.04
N -3.2657 -2.9783 1.8372 0.31 -2.96 1.19
C -4.4423 -3.7876 2.2780 -3.22 2.43 0.64
O -5.4519 -3.1531 2.6171 3.23 -2.57 -0.83
O -4.4438 -5.2060 2.2670 0.35 1.77 -1.06
H 1.4729 -3.3225 2.0886 -1.22 -0.31 1.01
H 0.5871 -3.3660 3.7676 -0.07 -0.29 -1.66
H 0.6542 -4.8524 2.6507 -0.21 1.74 0.19
H -3.1465 -3.2658 0.8405 0.11 0.70 0.63
H -4.4759 -5.5001 1.3239 0.22 0.29 0.96
C -1.6036 1.6112 -1.0801 -0.09 0.17 -0.21
C -0.5160 1.5295 -0.0281 -0.25 -0.36 -0.10
O -0.9468 0.7289 1.0656 0.03 0.12 0.14
H -2.5169 2.0368 -0.6558 0.10 0.01 0.05
H -1.2849 2.2285 -1.9227 -0.01 -0.10 0.02
H -1.8591 0.6140 -1.4511 0.09 0.02 -0.03
H -0.2792 2.5244 0.3549 0.00 -0.13 0.10
H 0.3985 1.0929 -0.4438 0.05 0.18 -0.17
H -1.1452 -0.1525 0.7201 0.04 0.11 0.10
C 3.1805 3.5062 0.6194 0.01 0.16 0.07
C 3.8568 2.3715 -0.1238 -0.41 -0.06 0.15
O 3.6060 1.1353 0.5323 0.11 -0.14 -0.02
H 3.5432 3.5604 1.6489 0.07 0.00 -0.11
H 3.3708 4.4634 0.1271 -0.05 0.00 0.05
H 2.0998 3.3452 0.6699 0.04 0.04 -0.13
H 4.9376 2.5242 -0.1538 -0.06 -0.19 0.05
H 3.4886 2.3045 -1.1529 0.08 0.17 -0.07
H 2.6489 1.0017 0.5474 0.17 0.01 0.03
C 0.5388 5.5879 -3.1791 -0.06 0.16 -0.10
C 0.6420 4.7395 -1.9276 0.26 0.05 -0.34
O 0.8861 3.3815 -2.2763 0.04 -0.21 0.13
H -0.2672 5.2260 -3.8226 -0.01 0.04 0.13
H 0.3465 6.6339 -2.9273 0.01 -0.02 -0.05
H 1.4625 5.5305 -3.7623 0.01 0.05 0.09
H -0.2895 4.7819 -1.3588 0.08 -0.21 0.00
H 1.4556 5.0889 -1.2839 -0.11 0.16 0.07
H 1.7156 3.3524 -2.7712 -0.18 0.01 0.04
C -5.5533 -2.5613 -2.9931 0.04 -0.05 -0.17
C -5.4872 -3.2506 -1.6448 -0.16 0.41 -0.10
O -4.6775 -2.4997 -0.7465 0.16 -0.20 0.10
H -4.5515 -2.4472 -3.4147 -0.07 -0.09 0.04
H -6.1679 -3.1315 -3.6936 0.01 0.08 0.01
H -5.9740 -1.5567 -2.8936 -0.09 -0.09 0.00
H -5.0467 -4.2450 -1.7455 0.08 0.10 0.12
H -6.4867 -3.3577 -1.2116 -0.04 -0.15 -0.10
H -5.0769 -1.6251 -0.6545 0.14 -0.16 0.13
C -1.5413 1.4172 5.0415 0.07 0.14 0.09
C -0.8668 0.2788 4.3015 -0.48 0.02 -0.05
O -1.1353 -0.9592 4.9518 0.16 -0.17 0.16
H -1.1889 1.4649 6.0754 0.05 0.02 -0.09
H -1.3376 2.3742 4.5549 -0.07 -0.02 0.03
H -2.6241 1.2658 5.0801 0.03 0.05 -0.12
H 0.2155 0.4226 4.2838 -0.06 -0.18 0.04
H -1.2235 0.2189 3.2703 0.17 0.20 0.05
H -2.0930 -1.0847 4.9560 0.19 -0.02 -0.02
C 2.6513 -8.2238 2.5717 -0.03 -0.11 -0.13
C 3.0325 -6.7637 2.7166 -0.02 -0.28 0.31
O 2.1890 -6.1262 3.6693 0.04 0.05 0.10
H 1.6092 -8.3184 2.2561 0.10 0.06 -0.04
H 3.2887 -8.7230 1.8380 -0.04 -0.03 0.07
H 2.7432 -8.7446 3.5292 0.11 0.00 -0.06
H 2.9186 -6.2426 1.7637 -0.07 0.10 0.16
H 4.0721 -6.6622 3.0437 0.07 -0.03 -0.19
H 2.3009 -6.5854 4.5116 -0.05 0.12 -0.15
C 4.5828 6.7039 -6.8979 0.06 0.01 -0.15
C 3.3230 6.2105 -6.2144 0.30 0.21 0.13
O 3.6559 5.3804 -5.1070 -0.10 -0.19 0.18
H 5.1866 5.8610 -7.2432 -0.12 0.04 -0.02
H 4.3401 7.3380 -7.7538 0.06 0.00 0.05
H 5.2024 7.2760 -6.2011 -0.09 0.08 -0.05
H 2.7181 5.6219 -6.9068 0.03 -0.08 0.20
H 2.7189 7.0502 -5.8557 -0.08 0.05 -0.18
H 4.1831 5.9092 -4.4944 -0.07 -0.12 -0.13
```
Forces are in eV/Å.

Calculated values
HOMO level ... -0.3101 hartree
Charge ... 0
LUMO level ... 0.33 eV
Electronic energy ... -179427.0177 eV
2S+1 ... 1
Gap between HOMO and LUMO ... 8.77 eV
Strongest force on any atom ... 4.2 eV/Å
SMILES ... C/C(Br)=C(\Br)NC(=O)O.CCO.CCO.CCO.CCO.CCO.CCO.CCO

# 3
Below is a structure of composition C18H48BrN4O7V, with properties calculated with ωB97M-V/def2-TZVPD.

Geometry as XYZ:
```
79
Properties=species:S:1:pos:R:3:forces:R:3
O 5.2646 -0.3129 1.5182 -1.14 -2.23 1.56
V 4.2850 -1.4496 2.1547 -0.98 5.04 -1.59
O 3.7578 -0.8503 3.5300 1.04 -1.08 -0.44
Br 2.0398 -0.1856 0.9450 1.45 -1.17 0.42
C -4.5495 -1.9427 -7.6521 0.40 -0.03 -1.14
O -4.3926 -1.3427 -6.3875 -0.51 -0.95 0.26
C -4.8099 -2.1857 -5.3231 -0.77 0.64 1.14
C -4.5594 -1.4949 -3.9488 0.38 0.08 -0.57
N -3.1646 -1.4204 -3.5172 -0.87 -0.44 0.33
C -2.3267 -0.6017 -4.3563 0.67 -0.93 -0.61
C -0.9377 -0.4537 -3.8150 1.33 0.35 0.33
O -0.8919 0.0951 -2.5220 -0.13 0.80 0.41
C 0.4282 0.4474 -2.1881 0.83 -0.25 -0.24
H -5.2669 -2.7507 -7.8441 -0.29 -0.08 1.22
H -3.5907 -2.3719 -7.9579 0.07 0.20 -0.24
H -4.9009 -1.2021 -8.3734 0.51 0.33 0.09
H -4.3886 -3.1976 -5.2726 0.67 0.12 -0.49
H -5.8832 -2.3739 -5.4425 -0.17 0.12 0.11
H -5.0791 -2.0504 -3.1665 -0.27 0.00 -0.16
H -4.9283 -0.4680 -3.9644 -0.29 -0.09 -0.10
H -2.8470 -2.3847 -3.5432 0.48 0.15 0.21
H -2.7673 0.3750 -4.5554 -0.17 -0.10 0.14
H -2.1828 -1.1452 -5.3014 -0.01 0.65 -0.38
H -0.3280 0.1928 -4.4660 -0.38 0.10 -0.29
H -0.3395 -1.3829 -3.8118 -0.50 -0.34 0.00
H 1.0181 -0.4578 -2.0097 0.12 -0.03 -0.04
H 0.5778 1.0771 -1.3144 -0.86 -0.28 0.24
H 0.9338 1.0279 -2.9706 -0.18 -0.14 -0.39
C 3.6539 -4.3367 -1.1557 -0.50 0.10 -0.01
C 3.5434 -3.3999 0.0514 0.28 -1.38 -0.65
C 3.3520 -4.2446 1.3368 -1.47 0.40 1.09
O 3.1926 -3.3717 2.5111 1.36 0.19 -1.38
C 2.9109 -3.9853 3.7773 -0.32 0.90 0.05
N 4.8255 -2.6669 0.1984 0.11 -1.30 0.74
H 3.6739 -3.7820 -2.0954 0.29 0.27 0.16
H 2.7548 -4.9465 -1.2638 0.24 -0.38 0.24
H 4.5751 -4.9145 -1.0673 -0.21 -0.37 -0.17
H 2.6870 -2.7559 -0.1422 0.19 0.41 0.57
H 4.1303 -4.9752 1.5733 0.40 0.19 -0.39
H 2.4128 -4.8012 1.3516 -0.01 -0.11 -0.73
H 3.1223 -3.1761 4.4746 0.25 -0.31 0.27
H 3.5018 -4.8825 3.9509 0.12 0.04 -0.04
H 1.8433 -4.1754 3.8948 -0.02 -0.30 -0.39
H 5.4918 -3.4397 0.2925 0.08 0.10 0.65
H 5.2139 -2.3092 -0.6716 -0.85 0.94 0.02
C 1.3646 3.8748 -0.4578 0.49 0.28 0.18
C 0.2255 3.9203 0.5550 -0.41 -0.65 0.07
C -0.9873 4.7767 0.0977 0.69 -1.31 1.42
O -2.0128 4.5667 1.0661 -0.50 0.80 -0.86
C -3.0172 5.5742 0.9179 0.90 -0.11 0.23
N -0.2668 2.5507 0.8324 0.38 -0.48 -1.40
H 2.1136 3.1981 -0.0403 0.18 0.11 -0.09
H 1.8403 4.8420 -0.6455 -0.03 0.05 0.10
H 1.1027 3.4618 -1.4354 -0.41 0.02 0.08
H 0.5829 4.2666 1.5223 0.10 0.49 -0.01
H -1.2941 4.3926 -0.8796 -0.20 0.29 -0.21
H -0.7208 5.8362 0.0785 0.10 0.08 -0.32
H -3.9180 5.2439 1.4270 -0.01 0.02 0.01
H -3.2198 5.8168 -0.1286 -0.19 -0.31 -0.13
H -2.6279 6.4989 1.3586 -0.26 0.13 0.18
H 0.4804 1.9035 1.1269 -0.08 1.02 0.47
H -0.3620 2.1652 -0.1131 -0.87 0.00 0.18
C 0.7428 -0.6930 4.7842 -0.76 0.79 0.84
C -0.3819 0.3415 4.5429 -0.13 -0.57 -1.15
C -0.0339 1.6873 5.1343 -0.22 0.90 0.60
O -0.7753 2.7610 4.5746 0.38 0.02 -0.22
C -0.2648 3.9953 5.0722 -0.44 -1.35 0.31
N -0.7413 0.4199 3.1072 0.74 -0.37 0.13
H 0.5064 -1.5911 4.2158 0.06 -0.17 0.19
H 0.7093 -0.8652 5.8651 0.40 -0.53 -0.02
H 1.7360 -0.3391 4.5120 -0.13 0.10 -0.14
H -1.2904 -0.0162 5.0355 0.02 -0.03 0.06
H 1.0502 1.8666 5.1149 0.09 0.15 -0.58
H -0.2619 1.7357 6.2076 0.03 -0.58 0.23
H 0.7949 4.0163 4.8080 0.03 0.71 -0.04
H -0.3667 3.9865 6.1657 0.21 0.19 0.11
H -0.8853 4.8033 4.6999 0.26 0.07 -0.39
H 0.1277 0.5089 2.5579 -0.52 0.33 0.45
H -1.0051 -0.5333 2.8595 -0.30 0.12 -0.03
```
Forces are in eV/Å.

Calculated values
HOMO level ... -0.2855 hartree
Charge ... 0
LUMO level ... -1.28 eV
Electronic energy ... -135463.0860 eV
2S+1 ... 1
Gap between HOMO and LUMO ... 6.49 eV
Relative energy (zero: lowest compared OMol25 entry of this formula, charge and spin) ... 3.8255 eV
Strongest force on any atom ... 5.4 eV/Å